Formula: C46H86N5O17
Source: the Open Molecules 2025 dataset
Level of theory: ωB97M-V/def2-TZVPD

Results
calculated total energy	-91327.7978	eV
LUMO	-3.799	eV
total charge	+1
F_max	0.168	hartree/bohr

Last column: Löwdin charge in e.
Cartesian coordinates (Å):
O  6.4822  -1.9662  1.0191  -0.15
O  -2.9328  -4.3648  5.3622  -0.15
O  -7.1369  -0.0497  0.1456  -0.12
O  1.4716  3.0738  -8.2088  -0.21
O  -4.2448  -1.9001  -3.3324  0.16
O  -0.4319  5.0135  0.0530  -0.19
O  3.5453  1.4070  -1.7028  -0.13
O  2.0158  4.7883  -5.6800  -0.13
O  -5.1962  -0.5615  2.0630  0.00
O  -3.7329  -4.2002  8.3548  -0.21
O  -0.9058  8.2871  0.6312  -0.21
O  7.2914  -4.5285  2.5699  -0.20
O  9.5259  -2.5113  1.0891  -0.21
O  3.0265  1.8704  -5.4866  -0.19
O  -5.0241  -2.1779  6.0056  -0.19
O  1.3605  2.0202  -1.0655  0.02
O  -2.1034  6.8172  -1.8249  -0.13
N  -2.2161  -0.2699  0.9052  0.11
N  -2.3381  -2.7767  0.6675  0.14
N  -3.7027  -0.5314  -1.2378  0.10
N  -6.0407  1.3049  3.7527  0.21
N  -4.1546  -1.1436  -0.0394  -0.03
C  -7.2789  -0.8901  -1.0115  -0.20
C  2.3358  2.6439  -4.5065  -0.19
C  -2.6509  7.0687  -0.5280  -0.18
C  4.2150  1.2964  -4.9780  -0.10
C  -0.5405  -4.5132  1.1379  -0.17
C  1.7595  -1.5840  -1.1248  -0.20
C  -7.6498  -2.7637  -3.5815  -0.06
C  -5.7146  0.4384  2.9244  -0.21
C  7.4830  -1.5188  1.9384  -0.17
C  -0.6208  3.7006  0.5420  -0.12
C  1.9246  4.4225  -8.1175  -0.19
C  -4.3624  -4.4167  5.3467  -0.17
C  -5.0021  -3.0997  4.9195  -0.19
C  -2.3489  -3.6379  6.4479  -0.18
C  -5.9321  0.7768  0.0737  -0.08
C  3.8555  0.1293  -1.0658  -0.16
C  -6.8958  -2.4379  -0.9928  -0.02
C  10.5430  -2.4129  0.1108  -0.11
C  1.3702  3.6165  -5.1762  -0.17
C  -8.0317  -1.2428  -3.6111  -0.05
C  -7.8484  -0.2769  -2.3553  0.02
C  -7.0522  -3.3793  -2.2375  -0.06
C  -5.1797  -0.8426  5.5677  -0.13
C  2.7860  4.6103  -6.8721  -0.17
C  -0.9798  -2.9701  1.2916  -0.13
C  6.6004  -3.3239  0.5846  -0.17
C  0.3538  2.9433  -9.0669  -0.11
C  3.2646  3.2939  0.0628  0.02
C  2.6140  2.1846  -0.9370  -0.37
C  -0.7139  6.4812  -1.8590  -0.17
C  8.8363  -1.2785  1.2772  -0.20
C  -4.0193  -5.1806  9.3357  -0.10
C  3.0649  -1.0280  -1.9244  -0.14
C  1.4163  -3.0499  -1.7633  -0.20
C  1.4684  -4.2436  -0.6743  -0.19
C  -4.0227  -1.2555  -2.2947  -0.07
C  -4.7316  -0.0119  0.7965  -0.31
C  -3.3267  0.7624  1.0870  -0.04
C  -0.2787  9.5457  0.7948  -0.11
C  6.2114  -4.3321  1.6620  -0.20
C  -2.8436  -1.5518  0.5390  -0.16
C  6.8634  -5.0943  3.7947  -0.11
C  -2.4415  -4.3768  7.7796  -0.20
C  -2.2063  8.4049  0.0596  -0.20
C  -0.0205  -4.8379  -0.3631  -0.21
C  -0.4306  5.0635  -1.3730  -0.19
H  -3.1565  1.7735  0.5693  0.13
H  -3.2880  -5.1362  10.1480  0.09
H  -1.1874  4.3804  -1.7776  0.13
H  -6.2073  1.7872  0.5833  0.17
H  1.0703  5.1075  -8.0778  0.13
H  5.8900  -3.4239  -0.2424  0.12
H  3.8386  -1.8764  -2.0645  0.12
H  0.7028  9.3830  1.2441  0.09
H  -2.7571  -2.6272  6.5101  0.12
H  0.7705  3.1326  -5.9499  0.12
H  3.3509  5.5400  -6.9907  0.13
H  7.5931  -3.5218  0.1763  0.12
H  -1.5921  3.3096  0.2173  0.06
H  3.5162  3.8077  -6.7533  0.12
H  0.3161  -4.7780  1.8536  0.13
H  4.9872  -0.0460  -1.2055  0.13
H  6.1645  -4.4204  4.3017  0.09
H  1.7758  1.9493  -3.8707  0.11
H  2.5844  3.3782  0.9936  0.10
H  -0.9348  -2.5746  2.3758  0.14
H  -2.4546  6.2363  0.1508  0.12
H  -0.1150  7.2245  -1.3290  0.12
H  -5.0134  -4.9800  9.7394  0.09
H  2.1617  -3.2579  -2.6137  0.11
H  -4.6154  -5.1724  4.5964  0.12
H  7.7379  -5.2261  4.4346  0.09
H  3.6123  0.0764  0.0556  0.14
H  0.5619  4.7496  -1.7147  0.11
H  0.6732  3.9771  -4.4128  0.12
H  5.9876  -5.2997  1.1973  0.13
H  0.6053  3.2756  -10.0785  0.09
H  3.3687  4.3015  -0.5024  0.11
H  1.9482  -1.6532  0.0130  0.10
H  -4.3391  -0.5469  4.9306  0.07
H  0.0678  1.8902  -9.0983  0.09
H  -0.1362  10.0292  -0.1774  0.09
H  7.5585  -2.1895  2.7966  0.12
H  -4.0256  -6.1789  8.8855  0.09
H  -0.4295  6.5377  -2.9143  0.13
H  -0.4934  3.5186  -8.6787  0.09
H  -1.7400  -0.4235  1.8193  0.14
H  9.4549  -0.6479  1.9254  0.13
H  11.2934  -1.6737  0.4064  0.09
H  0.8320  -0.9221  -1.3067  0.10
H  3.0508  3.2041  -3.8916  0.13
H  -8.1283  0.8278  -2.4664  0.10
H  -0.7908  -4.5710  -1.1822  0.11
H  2.8099  -0.5577  -2.9434  0.11
H  -2.9347  -3.5617  0.3263  0.19
H  0.1000  -5.9970  -0.4136  0.12
H  -0.6133  3.7379  1.6340  0.09
H  7.1184  -0.5587  2.3167  0.12
H  0.1853  3.0427  0.2025  0.05
H  -1.7059  -3.9655  8.4806  0.13
H  -4.4414  -2.6784  4.0751  0.11
H  -1.4885  -5.1599  1.2956  0.12
H  -5.7602  1.0201  -1.0337  0.14
H  -6.0397  -3.2769  4.6147  0.13
H  5.3261  -3.9714  2.1981  0.12
H  -2.2073  9.1682  -0.7264  0.13
H  4.6887  0.7246  -5.7785  0.09
H  -6.4573  -2.8933  -0.0305  0.09
H  -2.2390  -5.4420  7.6217  0.13
H  1.8713  -3.8301  0.3182  0.10
H  -2.8950  8.7031  0.8587  0.13
H  -7.7681  -3.4589  -4.4880  0.09
H  3.9930  0.6242  -4.1452  0.05
H  6.3946  -6.0682  3.6250  0.09
H  4.9090  2.0804  -4.6581  0.09
H  4.2933  2.8859  0.3630  0.09
H  -0.8713  10.1875  1.4535  0.09
H  -4.7549  -4.7736  6.3008  0.12
H  10.1126  -2.1486  -0.8606  0.09
H  2.5208  4.6342  -9.0127  0.13
H  -0.2531  -2.3012  0.6757  0.13
H  -6.7280  -4.4810  -2.1707  0.09
H  -8.4704  -0.8354  -4.6054  0.10
H  -3.7344  7.1102  -0.6765  0.12
H  0.3697  -2.9821  -2.2697  0.11
H  -1.2896  -3.5386  6.1909  0.12
H  -3.1565  1.0461  2.2021  0.15
H  -5.1860  -0.1951  6.4465  0.10
H  8.6883  -0.7752  0.3140  0.13
H  -6.1229  -0.7189  5.0318  0.06
H  11.0240  -3.3884  0.0189  0.09
H  2.1509  -5.1083  -1.0511  0.12